Entry 1:
Computed, not measured: a structure of composition C30H27HfN7O2S2 at a distorted geometry, with ωB97M-V with the def2-TZVPD basis set.

Values from the calculation:
molar mass: 760.22 g mol⁻¹
LUMO level: -0.2207 Ha
HOMO level: -12.83 eV
F_max: 2.61 eV/Å
2S+1: 1
total charge: +2

Each line ends with the natural charge from an NBO analysis.
Geometry (Å):
Hf (0.0856, -0.8865, 0.3564)  2.470
C (-6.9857, -0.0710, -0.4559)  -0.635
C (-5.5161, 0.0640, -0.2338)  0.000
C (-4.9773, 1.2266, 0.3183)  -0.151
C (-3.6301, 1.3468, 0.5654)  -0.243
C (-2.7300, 0.3135, 0.2655)  0.216
N (-1.3826, 0.4008, 0.5618)  -0.839
C (-0.7771, 1.6197, 0.9008)  0.129
C (-0.9342, 2.7708, 0.1204)  -0.204
C (-0.4339, 3.9862, 0.5342)  -0.171
C (0.2500, 4.1133, 1.7434)  0.050
C (0.7097, 5.4494, 2.2198)  -0.644
C (0.4696, 2.9669, 2.4993)  -0.212
C (-0.0271, 1.7288, 2.0978)  0.080
N (0.1238, 0.6080, 2.9494)  -0.136
C (0.1240, 0.6017, 4.2927)  0.039
C (0.2446, -0.7109, 4.7067)  -0.291
C (0.3080, -1.4573, 3.5395)  0.025
N (0.2349, -0.6514, 2.4706)  -0.480
C (-3.2700, -0.8694, -0.2851)  0.051
C (-4.6427, -0.9746, -0.5215)  -0.187
N (-2.4402, -1.9684, -0.6178)  -0.112
C (-2.6433, -2.8279, -1.6237)  0.067
C (-1.6569, -3.8029, -1.5653)  -0.274
C (-0.8717, -3.4594, -0.4802)  -0.009
N (-1.3707, -2.3535, 0.1199)  -0.476
H (-7.4611, 0.9046, -0.5066)  0.235
H (-7.2058, -0.6203, -1.3677)  0.231
H (-7.4339, -0.6186, 0.3731)  0.240
H (-5.6287, 2.0480, 0.5684)  0.233
H (-3.2488, 2.2486, 1.0157)  0.229
H (-1.4908, 2.6886, -0.8012)  0.244
H (-0.5958, 4.8597, -0.0763)  0.239
H (0.1578, 6.2386, 1.7173)  0.238
H (0.5661, 5.5514, 3.2930)  0.235
H (1.7701, 5.5897, 2.0114)  0.244
H (1.0185, 3.0381, 3.4264)  0.229
H (0.0203, 1.4889, 4.8871)  0.257
H (0.2746, -1.0699, 5.7140)  0.267
H (0.3879, -2.5233, 3.4262)  0.241
H (-5.0471, -1.8970, -0.9087)  0.224
H (-3.4497, -2.7249, -2.3223)  0.264
H (-1.5525, -4.6452, -2.2161)  0.274
H (-0.0170, -3.9711, -0.0591)  0.252
O (4.1760, -1.6942, -3.0904)  -0.653
C (3.1368, -1.3424, -3.8457)  0.378
C (3.3376, -1.3341, -5.2276)  -0.268
C (2.3234, -0.9968, -6.0921)  -0.125
C (1.0681, -0.6427, -5.5977)  -0.252
C (0.8456, -0.6423, -4.2452)  -0.151
C (1.8619, -0.9959, -3.3393)  -0.205
C (1.5642, -0.9535, -1.9236)  0.573
O (0.3494, -0.6161, -1.5104)  -0.828
N (2.5166, -1.2083, -1.0710)  -0.451
N (2.2335, -1.0793, 0.2927)  -0.601
C (3.3565, -0.9499, 0.9678)  -0.032
S (3.3912, -0.8718, 2.6980)  0.349
C (5.1741, -0.4584, 2.8049)  -0.512
C (5.8836, -1.0907, 1.6328)  -0.538
S (4.8703, -0.8551, 0.1289)  0.428
H (3.9426, -1.6614, -2.1474)  0.507
H (4.3175, -1.5970, -5.5874)  0.242
H (2.5010, -1.0124, -7.1551)  0.234
H (0.2803, -0.3685, -6.2793)  0.229
H (-0.1157, -0.3669, -3.8376)  0.219
H (5.5399, -0.8454, 3.7551)  0.265
H (5.2582, 0.6285, 2.7980)  0.241
H (6.0092, -2.1662, 1.7624)  0.244
H (6.8533, -0.6259, 1.4560)  0.270

Entry 2:
Computed, not measured: the ion C21H29N4O with charge +1, with ωB97M-V with the def2-TZVPD basis set.

Values from the calculation:
molar mass: 353.49 g mol⁻¹
LUMO level: -0.0711 Ha
HOMO level: -11.34 eV
F_max: 0.83 eV/Å
2S+1: 1
total charge: +1
ΔE to the lowest compared entry with this formula, charge and spin: 0.0 kcal per mole

Each line ends with the natural charge from an NBO analysis.
Geometry (Å):
C (0.4322, 3.4356, 2.3824)  -0.633
C (0.9146, 2.2470, 1.5541)  -0.208
N (0.8224, 0.9245, 2.1762)  -0.489
C (1.7293, 0.7150, 3.3141)  -0.222
C (1.1890, 1.0079, 4.7136)  -0.637
C (-0.5534, 0.4829, 2.3927)  -0.238
C (-0.6775, -1.0484, 2.4112)  -0.224
N (-0.7827, -1.6357, 1.0897)  -0.364
C (0.1455, -1.5474, 0.1133)  0.658
N (1.2699, -0.8598, 0.2243)  -0.804
N (-0.2278, -2.2984, -0.9451)  -0.352
C (0.5243, -2.4681, -2.1671)  -0.234
C (0.3687, -1.2695, -3.1072)  -0.075
O (1.0166, -0.1761, -2.4947)  -0.560
C (0.9897, 1.0570, -3.1170)  0.373
C (1.6120, 2.0893, -2.4203)  -0.296
C (1.6381, 3.3631, -2.9519)  -0.170
C (1.0454, 3.6191, -4.1782)  -0.230
C (0.4307, 2.5908, -4.8673)  -0.173
C (0.3969, 1.3070, -4.3446)  -0.324
C (-1.4594, -2.8742, -0.6553)  0.110
C (-2.2839, -3.7046, -1.3934)  -0.223
C (-3.4644, -4.1148, -0.7983)  -0.195
C (-3.8092, -3.7091, 0.4868)  -0.195
C (-2.9893, -2.8765, 1.2289)  -0.236
C (-1.8074, -2.4616, 0.6405)  0.181
H (1.0700, 3.5972, 3.2465)  0.211
H (0.4664, 4.3314, 1.7684)  0.231
H (-0.5923, 3.2935, 2.7170)  0.208
H (1.9634, 2.4026, 1.2865)  0.201
H (0.3385, 2.2035, 0.6237)  0.199
H (2.0655, -0.3280, 3.2872)  0.192
H (2.6071, 1.3371, 3.1339)  0.214
H (2.0131, 0.9477, 5.4190)  0.236
H (0.4405, 0.2792, 5.0154)  0.203
H (0.7584, 2.0022, 4.7826)  0.216
H (-0.9653, 0.8712, 3.3306)  0.211
H (-1.1683, 0.8728, 1.5773)  0.220
H (0.1787, -1.4886, 2.9295)  0.221
H (-1.5828, -1.3276, 2.9494)  0.235
H (1.7739, -0.6617, -0.6291)  0.432
H (1.2942, -0.1435, 0.9931)  0.447
H (0.1652, -3.3703, -2.6620)  0.239
H (1.5817, -2.5996, -1.9207)  0.229
H (0.8325, -1.5063, -4.0728)  0.200
H (-0.6961, -1.0500, -3.2639)  0.191
H (2.0775, 1.8743, -1.4703)  0.209
H (2.1249, 4.1576, -2.4076)  0.221
H (1.0668, 4.6138, -4.5939)  0.226
H (-0.0294, 2.7793, -5.8249)  0.225
H (-0.0850, 0.5218, -4.9053)  0.222
H (-2.0281, -4.0217, -2.3912)  0.227
H (-4.1314, -4.7627, -1.3436)  0.233
H (-4.7375, -4.0503, 0.9157)  0.233
H (-3.2727, -2.5701, 2.2225)  0.227

Entry 3:
Computed, not measured: a structure of composition C27H23AsFeN4O9S3, with ωB97M-V with the def2-TZVPD basis set.

Values from the calculation:
molar mass: 774.47 g mol⁻¹
LUMO level (spin up / spin down): 0.0641 / 0.0530 Ha
HOMO level (spin up / spin down): -5.76 / -5.74 eV
F_max: 0.16 eV/Å
2S+1: 2
total charge: -1
ΔE to the lowest compared entry with this formula, charge and spin: 12.9 kcal per mole

Each line ends with the natural charge from an NBO analysis.
Geometry (Å):
Fe (-0.7861, 0.4777, -0.6547)  1.258
O (4.4067, 1.2029, -4.9567)  -0.738
C (4.4200, 1.7711, -3.8517)  0.733
O (5.3099, 2.3982, -3.2532)  -0.737
C (3.0797, 1.6716, -3.0735)  -0.013
C (2.9064, 2.2955, -1.8506)  -0.213
C (1.7118, 2.1784, -1.1558)  0.192
N (0.7003, 1.4265, -1.6266)  -0.406
C (0.8316, 0.9014, -2.8642)  0.188
C (1.9929, 0.9969, -3.6017)  -0.208
C (-0.4012, 0.2885, -3.3866)  0.211
C (-0.6103, -0.0553, -4.7101)  -0.218
C (-1.8641, -0.5079, -5.0836)  -0.127
C (-2.8693, -0.6006, -4.1378)  -0.237
C (-2.5814, -0.2695, -2.8285)  0.130
N (-1.3743, 0.1642, -2.4796)  -0.387
C (1.5243, 3.0251, 0.0555)  0.172
C (2.5730, 3.2277, 0.9518)  -0.251
C (2.3886, 4.1275, 1.9879)  -0.184
C (1.1651, 4.7677, 2.1102)  -0.272
C (0.1802, 4.4939, 1.1689)  0.052
N (0.3608, 3.6594, 0.1532)  -0.385
H (3.7161, 2.9060, -1.4748)  0.254
H (2.0997, 0.5572, -4.5835)  0.253
H (0.1859, 0.0493, -5.4318)  0.232
H (-2.0541, -0.7805, -6.1135)  0.217
H (-3.8593, -0.9478, -4.3938)  0.226
H (-3.3033, -0.3587, -2.0303)  0.247
H (3.5064, 2.6953, 0.8262)  0.232
H (3.1867, 4.3183, 2.6948)  0.215
H (0.9753, 5.4724, 2.9088)  0.218
H (-0.7939, 4.9696, 1.2177)  0.214
O (1.2061, -3.5336, -1.1982)  -1.036
As (-0.2870, -2.5901, -1.0695)  2.459
O (-1.1369, -2.7670, -2.4455)  -1.153
O (0.3580, -1.0538, -0.7151)  -1.121
C (-1.0252, -3.4897, 0.4870)  -0.457
C (-0.4915, -4.7489, 0.7710)  -0.188
C (-0.9696, -5.4994, 1.8315)  -0.214
C (-1.9954, -5.0054, 2.6255)  -0.205
C (-2.5332, -3.7615, 2.3526)  -0.211
C (-2.0543, -3.0036, 1.2879)  -0.226
S (-2.8180, -1.3931, 1.1396)  2.447
O (-4.2148, -1.6317, 0.9049)  -0.954
O (-2.4658, -0.7144, 2.3620)  -0.984
O (-2.1659, -0.8161, -0.0736)  -1.013
H (1.4117, -3.5975, -2.1392)  0.498
H (0.3087, -5.1308, 0.1544)  0.245
H (-0.5404, -6.4722, 2.0353)  0.212
H (-2.3755, -5.5879, 3.4551)  0.212
H (-3.3325, -3.3573, 2.9604)  0.236
O (-0.2029, 0.8159, 1.1760)  -0.941
S (1.1117, 0.3106, 1.7686)  1.275
C (1.0831, 1.1665, 3.3530)  -0.582
C (-0.0264, 0.4821, 4.1374)  -0.424
C (0.2341, -1.0168, 3.9947)  -0.412
C (0.7218, -1.2706, 2.5613)  -0.599
H (0.9190, 2.2200, 3.1405)  0.261
H (2.0698, 1.0308, 3.8058)  0.218
H (-0.9876, 0.7294, 3.6895)  0.260
H (-0.0287, 0.8030, 5.1798)  0.215
H (-0.6687, -1.5940, 4.1904)  0.243
H (1.0032, -1.3349, 4.7029)  0.196
H (-0.0400, -1.7024, 1.9230)  0.264
H (1.6128, -1.8956, 2.4931)  0.237
S (-3.7110, 4.1122, -0.3730)  -0.269
C (-2.7147, 2.8385, -0.4639)  0.240
N (-1.9781, 1.9372, -0.5374)  -0.595

Entry 4:
Computed, not measured: an isolated molecule of CHCl3S at a distorted geometry, with ωB97M-V with the def2-TZVPD basis set.

Values from the calculation:
molar mass: 151.45 g mol⁻¹
LUMO level (spin up / spin down): 0.0270 / -0.1102 Ha
HOMO level (spin up / spin down): -6.49 / -11.22 eV
F_max: 5.90 eV/Å
2S+1: 3
total charge: 0
ΔE to the lowest compared entry with this formula, charge and spin: 20.8 kcal per mole

Each line ends with the natural charge from an NBO analysis.
Geometry (Å):
C (-0.2864, 0.9504, 0.4064)  -0.469
S (-1.8402, 1.5145, -0.1495)  0.482
Cl (0.2307, 1.9089, 1.8013)  -0.011
Cl (0.8866, 1.1578, -0.8658)  0.041
Cl (-2.5752, -0.2118, -0.8291)  -0.268
H (-0.2254, 0.0425, 0.8548)  0.224

Entry 5:
Computed, not measured: a structure of composition ClN2O6Zr at a distorted geometry, with ωB97M-V with the def2-TZVPD basis set.

Values from the calculation:
molar mass: 250.69 g mol⁻¹
LUMO level: -0.3431 Ha
HOMO level: -14.50 eV
F_max: 7.85 eV/Å
2S+1: 1
total charge: +1
ΔE to the lowest compared entry with this formula, charge and spin: 0.0 kcal per mole

Each line ends with the Löwdin charge.
Geometry (Å):
Zr (-0.8390, 0.7951, -0.0960)  2.001
Cl (0.8123, 0.3379, -1.9462)  0.223
N (1.8189, 2.1316, 1.1201)  -0.548
O (0.8467, 2.1755, 0.2551)  -0.297
O (2.3766, 3.1366, 1.4618)  0.174
O (2.2102, 1.0350, 1.5170)  0.075
N (-1.8745, -2.4460, -0.6274)  -0.534
O (-2.8981, -2.5197, 0.0094)  0.090
O (-1.0615, -3.3581, -0.6311)  0.120
O (-1.3916, -1.2879, -1.0628)  -0.304

Q: What is the 2S+1 in the first record?
A: 1

Q: What is the 2S+1 in the third record?
A: 2